[1]
ORCA calculation (ωB97M-V/def2-TZVPD) on a cluster of 13 separate species, H26O13 in total.

Calculated values
ΔE to the lowest compared entry with this formula, charge and spin	517.22	kJ/mol
largest force on an atom	4.958	eV/Å
Kohn-Sham gap	0.35405	Ha
2S+1	1
net charge	0

Geometry as XYZ:
```
39
Properties=species:S:1:pos:R:3:forces:R:3
H -0.2168 0.1826 0.3555 -2.71 0.49 0.20
H -1.5755 0.9068 0.8545 0.01 0.62 1.02
H 3.7286 -0.5027 -2.5364 0.74 -0.31 -0.55
H 2.7433 -0.2904 -1.5688 -4.03 2.74 0.92
H -4.9419 -0.1765 2.5650 -0.89 0.53 -1.20
H -5.5286 -0.3645 4.0511 0.94 0.04 -1.45
H 3.1150 1.9799 2.0483 1.36 1.25 -1.60
H 2.0096 1.1860 2.4956 0.66 -0.27 0.75
H 1.9130 -1.9349 -0.0337 -0.45 2.49 1.26
H 1.6722 -0.3645 -0.0962 0.16 0.77 -0.82
H 4.3290 0.0318 0.6343 -0.36 1.08 -0.74
H 3.8074 1.0908 -0.4509 0.07 -0.41 -0.31
H 1.5673 3.6692 -1.3230 0.92 0.36 1.09
H 2.0356 3.8815 0.1773 -0.18 0.05 -0.35
H -2.0721 -2.7818 -0.1241 0.28 -0.14 0.33
H -2.3249 -2.1207 1.2352 1.20 -0.10 2.92
H -1.2875 -2.0593 -2.1812 -1.14 0.71 -0.85
H -2.4541 -2.8102 -2.0350 -1.44 -1.80 0.58
H -3.9495 4.0375 0.6086 0.86 1.28 -0.07
H -2.5716 3.9552 1.0491 1.88 -1.26 0.93
H 2.3230 -2.9308 3.2508 0.64 0.32 0.64
H 1.3642 -2.5554 2.1490 0.18 -0.39 0.36
H 0.3320 -3.5288 -1.8005 -0.31 -0.45 -0.17
H -0.1495 -3.5737 -3.2057 0.50 0.26 -2.41
H -1.4201 2.9056 -3.6144 -0.26 0.15 -0.51
H -2.1897 2.1444 -2.6946 -0.11 -2.12 4.41
O -1.2119 0.3411 0.1966 2.78 -0.95 -1.09
O 3.4442 -0.8247 -1.6826 3.31 -2.61 -1.01
O -4.7612 -0.4697 3.4328 -0.03 -0.58 2.61
O 2.9309 1.4050 2.7526 -2.04 -1.13 1.12
O 1.6832 -1.0859 0.5031 0.21 -3.27 -0.14
O 4.3020 0.9752 0.3537 0.54 -0.22 1.07
O 2.3476 3.8368 -0.7362 -0.78 -0.46 -0.75
O -2.6069 -2.1654 0.3713 -1.63 -0.01 -2.85
O -2.2222 -2.0438 -2.5007 1.38 2.06 -0.37
O -3.1373 4.6060 0.7150 -2.74 -0.02 -0.86
O 1.7073 -3.3196 2.6480 -0.83 0.17 -1.00
O -0.4546 -3.7075 -2.3449 0.95 -0.79 2.83
O -2.2796 2.4752 -3.5183 0.35 1.93 -3.90
```
Forces are in eV/Å.

***

[2]
ORCA calculation (ωB97M-V/def2-TZVPD) on a cluster of 13 separate species, H26O13 in total.

Calculated values
ΔE to the lowest compared entry with this formula, charge and spin	689.13	kJ/mol
largest force on an atom	10.090	eV/Å
Kohn-Sham gap	0.30823	Ha
2S+1	1
net charge	0

Geometry as XYZ:
```
39
Properties=species:S:1:pos:R:3:forces:R:3
O -0.2019 1.6757 1.1568 0.38 -4.21 1.39
H 0.3741 1.0027 1.7868 -1.09 2.22 -0.74
H 0.1471 2.5187 1.0448 1.59 2.10 0.03
O -2.6549 -1.2223 0.6328 -1.26 0.09 -1.25
H -1.7439 -1.0943 0.7338 1.97 0.11 0.56
H -2.8319 -0.9523 -0.3702 0.09 -0.99 5.01
O 3.1211 1.6007 1.7168 0.15 0.97 1.32
H 2.5771 1.0907 1.1068 0.54 -0.30 -0.26
H 2.7381 2.4697 1.6418 0.17 0.72 0.35
O 2.3591 -2.5003 0.6548 -0.77 -3.22 4.18
H 1.4371 -2.4953 0.9648 0.14 -0.84 0.66
H 2.2941 -1.6873 0.2648 1.55 4.77 -0.20
O 2.4591 0.0787 0.0518 1.10 -0.53 -1.49
H 2.8351 0.1157 -0.8332 0.98 0.11 -0.11
H 1.5691 0.0017 -0.2222 -2.55 -0.63 -0.06
O 0.9591 -0.2123 2.9498 -0.54 0.27 -0.34
H 1.9321 -0.3833 2.9728 -1.40 -0.47 0.24
H 0.3081 -0.9013 3.2528 1.75 0.70 -0.35
O -1.4649 -0.9283 -2.7602 -1.64 -4.37 8.93
H -1.2689 -0.4783 -3.4362 2.01 5.02 -8.52
H -1.8789 -1.7563 -2.9482 -0.18 -0.82 -0.63
O -2.6149 1.9377 -0.7372 0.66 1.76 1.58
H -1.7269 1.9597 -1.0822 0.50 -0.55 -0.88
H -2.3939 2.5767 0.0088 -1.30 -1.23 -0.83
O 1.5121 -0.0613 -2.6842 -2.34 3.48 0.67
H 0.8361 0.7207 -2.6332 1.90 -1.78 0.66
H 1.3501 -0.2013 -3.5982 0.54 -0.99 -1.74
O -0.1549 -0.5953 -0.0682 0.83 2.93 0.17
H -0.4419 -0.4993 -0.9982 -0.01 -0.41 0.55
H -0.1419 0.4107 0.3278 -0.74 -2.80 -1.55
O 1.9291 -2.5193 -1.6162 -0.70 0.72 -1.63
H 1.9291 -2.3503 -0.6312 -0.49 -1.70 -3.18
H 1.5141 -1.7663 -2.0832 0.35 -0.91 0.68
O -1.5469 2.0337 3.3898 -3.85 -0.42 0.38
H -1.3289 1.9457 2.4868 0.74 -0.19 -1.18
H -0.8359 2.2327 3.9188 2.70 0.64 1.44
O -3.7969 -0.9183 -1.3232 -1.35 0.23 -2.58
H -2.8879 -0.7773 -1.6482 -0.82 0.60 -1.35
H -4.2649 -0.0733 -1.3912 0.37 -0.06 0.06
```
Forces are in eV/Å.

***

[3]
ORCA calculation (ωB97M-V/def2-TZVPD) on a cluster of 14 separate species, H26O17S in total.

Calculated values
ΔE to the lowest compared entry with this formula, charge and spin	461.91	kJ/mol
largest force on an atom	11.706	eV/Å
Kohn-Sham gap	0.32747	Ha
2S+1	1
net charge	-2

Geometry as XYZ:
```
44
Properties=species:S:1:pos:R:3:forces:R:3
S -22.7480 10.6482 39.3208 2.78 -3.25 0.07
O -22.9655 9.5590 40.2920 2.76 -0.14 -0.11
O -24.0045 10.7908 38.7172 -3.15 1.71 -3.07
O -22.3490 11.8490 39.9832 0.48 2.30 1.15
O -21.7132 10.2716 38.3352 -0.50 0.12 0.72
O -26.2072 10.9785 39.8152 -0.16 -0.57 0.99
H -25.4126 11.0052 39.2662 0.34 -0.41 0.54
H -26.8110 11.4624 39.3003 -1.52 0.96 -0.81
O -24.5614 9.7920 42.0494 -0.55 0.23 2.52
H -23.7378 9.6322 41.5406 -1.68 0.17 -0.09
H -25.4170 9.7553 41.6135 0.82 -0.08 -0.82
O -21.4204 7.4691 39.7879 4.67 -0.51 -0.70
H -20.3289 7.6434 39.5935 -5.09 -0.16 0.92
H -21.8373 8.2635 40.1691 0.70 0.15 -0.19
O -24.6416 13.2625 37.7692 0.05 3.10 -2.27
H -24.4622 12.4751 38.2094 0.73 -2.75 1.06
H -23.8218 13.4749 37.2664 -0.88 -0.39 0.61
O -23.9547 14.1748 40.2105 0.59 4.53 5.72
H -23.3002 13.5704 40.1211 3.55 -3.05 0.47
H -24.3934 13.9602 39.4932 -4.22 -0.97 -5.73
O -20.2677 13.3439 39.2758 -3.49 0.83 1.29
H -20.6408 14.2552 39.4263 1.10 -0.85 -0.45
H -21.1841 12.8765 39.5614 2.86 0.24 -1.19
O -21.0295 8.0367 37.0360 0.12 -0.31 -0.71
H -21.3824 8.9058 37.3440 0.01 -1.29 0.25
H -21.4935 7.2997 37.4699 0.07 1.11 0.15
O -19.0457 10.5658 38.7548 11.17 -1.98 -0.81
H -19.8698 10.5529 38.7016 -11.64 -0.49 -1.16
H -18.8750 11.2194 39.3636 0.82 2.43 2.04
O -21.2894 12.7635 42.1411 -0.34 -1.48 2.27
H -21.7559 12.4670 41.3658 -0.33 -0.21 -0.56
H -20.8435 13.5547 41.9870 1.00 1.78 -0.78
O -20.9753 11.4218 36.1558 2.85 0.83 0.49
H -21.4718 11.6056 35.3988 -1.75 -0.28 -0.94
H -21.3028 10.9456 36.9251 -1.10 -0.06 -0.13
O -25.3497 9.4589 36.9684 -1.32 -0.65 -0.37
H -26.0437 9.0157 37.5155 1.33 0.79 -0.31
H -24.8279 10.0572 37.5345 -0.29 -0.69 0.06
O -21.1615 9.8569 42.6206 0.20 0.40 -1.15
H -20.7877 10.7357 42.8243 -0.47 -0.37 -0.34
H -21.4450 9.9255 41.6639 0.31 -0.08 1.63
O -24.5231 7.5868 39.7316 1.05 0.23 0.01
H -23.7442 8.1928 39.8935 -1.65 -0.03 0.16
H -24.0093 6.9387 39.2552 -0.20 -0.84 -0.44
```
Forces are in eV/Å.

***

[4]
ORCA calculation (ωB97M-V/def2-TZVPD) on a cluster of 13 separate species, H27O13 in total.

Calculated values
ΔE to the lowest compared entry with this formula, charge and spin	259.74	kJ/mol
largest force on an atom	3.820	eV/Å
Kohn-Sham gap (alpha / beta)	0.10719 / 0.39915	Ha
2S+1	2
net charge	0

Geometry as XYZ:
```
40
Properties=species:S:1:pos:R:3:forces:R:3
O -0.0226 1.3348 -1.7343 0.20 0.43 -0.34
H 0.8342 2.6693 0.1213 0.39 1.59 0.35
H -0.0775 0.9890 -2.6842 -0.24 0.65 1.49
O -2.3393 -1.3467 3.0681 0.09 -0.54 0.90
H -1.4911 -1.2529 3.5225 -0.11 -0.12 0.10
H -2.1654 2.7381 -0.5047 0.01 -0.42 -0.26
O 1.9287 -2.8183 2.2241 1.49 0.94 -0.64
H -1.6672 -3.5287 -1.3203 -0.31 1.00 0.41
O -1.7338 3.5415 -0.1812 -1.43 0.68 1.68
H 1.3531 2.1798 3.2991 -0.77 -0.16 -1.22
H -2.2319 3.7190 0.6815 1.14 -0.32 -1.52
O -2.8263 0.5739 -1.3451 -0.51 0.09 0.18
H -3.6781 0.4352 -0.8983 0.24 0.13 -0.13
H -2.1932 0.2534 -0.6855 0.23 -0.03 -0.12
O 2.0373 -2.8548 -1.0107 0.43 -2.13 0.44
H 1.7958 -3.3040 -0.1661 -0.24 1.30 -0.11
H 2.4493 -3.6484 -1.4183 -0.12 1.01 -0.31
O 2.0962 -0.1796 -1.8641 0.21 2.42 0.89
H 2.0444 -1.1216 -1.7743 -0.08 -1.26 -0.76
H 2.0878 0.3058 -2.7031 0.17 -1.43 0.00
O -1.0996 -3.5912 -0.5337 -0.15 -1.50 -1.42
H -0.7775 -4.4787 -0.8077 0.40 0.48 1.04
H 3.8762 -0.4710 2.3059 0.92 0.00 -1.26
O 1.2076 1.7644 2.4007 1.12 0.33 1.67
H 0.6236 0.6848 -1.3717 0.16 -0.13 0.21
H 2.0295 1.2341 2.4017 -0.45 -0.13 -0.75
O -0.8655 -0.1811 -3.5233 0.55 0.46 -0.58
H -1.4349 0.5089 -3.8758 -0.56 -0.29 -0.11
H -1.2412 -1.0275 -3.7403 -0.31 -0.44 -0.09
O 0.7838 3.4034 -0.5824 -2.28 -2.12 0.04
H -0.1899 3.7770 -0.4614 1.16 -0.35 0.62
H 0.2859 2.5054 -1.2029 1.00 0.05 -1.17
O -2.8922 1.1688 1.7069 0.08 -0.65 0.29
H -2.0399 0.7027 1.5709 0.18 0.86 -0.38
H -3.2728 0.6014 2.4037 -0.38 0.69 -0.08
O 3.6307 -0.5782 1.3660 -2.96 0.03 2.41
H 4.2741 -0.5919 0.7043 2.08 0.06 -0.90
H -2.2537 -0.7118 2.3705 0.21 -0.08 -0.80
H 2.4576 -1.9829 2.0501 -0.92 -1.33 -0.07
H 1.1976 -2.5425 2.7625 -0.64 0.22 0.30
```
Forces are in eV/Å.

***

Question: Look up the ΔE to the lowest compared entry with this formula, charge and spin of the first one.
Answer: 517.22 kJ/mol